Record 1
Formula: C7H10N2
Source: the OMol25 dataset
Level of theory: ωB97M-V/def2-TZVPD

```
19
Properties=species:S:1:pos:R:3:forces:R:3
C -1.586173 -1.099399 -0.366188 -2.57 -1.54 -3.34
C -0.813897 0.716385 0.426217 -1.63 1.23 2.45
C 0.494641 1.656167 0.427382 -4.33 1.32 -1.91
C 1.476894 1.224918 -0.379896 1.32 3.41 2.82
C 1.306867 -0.138651 -0.591848 0.82 -0.36 -5.44
C 0.836151 -0.849249 0.464781 0.27 -2.14 1.83
C -0.627416 -0.776721 0.665396 -0.12 -2.29 3.03
H -1.155939 -2.179287 -0.903149 -1.53 3.44 0.34
H -2.739168 -1.219911 -0.173393 2.41 -0.06 0.23
H -2.149260 1.076539 -1.125256 -0.40 -0.98 -0.09
H -1.742921 1.005285 1.152585 2.43 0.20 -1.38
H 0.080647 2.704790 0.375191 1.37 -0.67 0.76
H 2.300423 1.909332 -0.564472 0.03 -0.29 -0.73
H 0.539420 -0.112663 -1.500074 1.83 -1.01 1.30
H 2.807179 -1.165230 0.163431 6.35 1.75 4.77
H 0.942589 -0.535356 1.479108 2.53 0.71 0.41
H -0.659561 -1.281761 1.692211 -1.45 0.95 -1.15
N -1.395298 0.425217 -0.920891 1.16 -1.89 0.77
N 2.084826 -1.360406 -0.321137 -8.47 -1.77 -4.68
```
Forces are in eV/Å.

Results
Energy above the lowest of the compared OMol25 structures with the same formula, charge and spin, eV: 8.776
Electronic energy, hartree: -381.92965
HOMO energy, eV: -8.8
Max |F|, eV/Å: 9.84

Atomic partial charges in e from the Löwdin method, atoms 1 to 4: number 1, C, carries -0.101; number 2, C, carries -0.289; number 3, C, carries -0.019; number 4, C, carries -0.064



Record 2
Formula: C7H11Cl
Source: the OMol25 dataset
Level of theory: ωB97M-V/def2-TZVPD

```
19
Properties=species:S:1:pos:R:3:forces:R:3
C -1.562416 1.621688 -2.596466 1.73 0.22 1.00
C -2.215623 0.623692 -1.480474 -1.31 1.15 -2.04
C -1.100228 -0.103707 -0.871816 2.08 -1.31 2.18
C -0.368706 -0.089208 0.297881 -1.51 -0.95 -3.53
C -0.905964 0.666054 1.403728 6.84 -0.60 3.57
C 0.912505 -0.934398 0.438592 -2.41 -3.43 1.36
C 0.939142 -2.385267 0.475234 3.70 4.42 0.62
H -2.315488 2.552810 -2.778453 2.20 -2.28 0.09
H -0.465911 1.915788 -2.050641 -3.14 -0.07 -1.83
H -1.235386 0.989018 -3.565138 -1.08 1.74 2.09
H -2.896888 1.247416 -0.793812 0.95 -1.22 -1.03
H -2.774452 -0.112093 -2.189775 0.27 1.16 1.88
H -0.747660 -0.885714 -1.482484 0.66 -0.59 -1.43
H -1.702457 1.227009 1.216862 -2.78 3.01 -0.99
H 0.092512 1.090107 1.977387 -2.74 0.46 -1.52
H -1.152682 0.081697 2.243093 -0.79 -1.64 0.85
H 2.021967 -2.711719 0.993036 -3.22 0.20 -1.83
H 0.257967 -3.044375 -0.118076 0.59 0.78 1.03
Cl 2.160366 0.073937 1.208701 -0.04 -1.06 -0.47
```
Forces are in eV/Å.

Results
Energy above the lowest of the compared OMol25 structures with the same formula, charge and spin, eV: 4.209
Electronic energy, hartree: -733.34084
HOMO energy, eV: -8.5
Max |F|, eV/Å: 7.74

Atomic partial charges in e from the Löwdin method, atoms 1 to 4: number 1, C, carries -0.136; number 2, C, carries -0.269; number 3, C, carries -0.145; number 4, C, carries -0.353



Record 3
Formula: C33H57NP2RuSi
Source: the OMol25 dataset
Level of theory: ωB97M-V/def2-TZVPD

```
95
Properties=species:S:1:pos:R:3:forces:R:3
Ru 0.514367 3.798941 -1.308316 3.46 -3.11 0.65
C -0.750231 0.839291 1.452949 -0.48 -0.45 0.23
C -1.798463 1.102078 0.515315 0.29 -0.52 -0.43
C -0.995618 -1.012506 0.111129 -0.26 -0.01 -0.12
C -0.241392 -0.467963 1.185226 0.06 0.18 0.21
C -1.887638 -0.011428 -0.377745 0.06 0.11 0.62
C -0.513268 1.564520 2.726973 0.04 0.11 0.32
H -1.026317 2.532264 2.774010 0.21 -0.33 -0.01
H 0.558022 1.709389 2.936503 -0.30 -0.04 -0.06
H -0.904173 0.946978 3.550614 0.10 0.09 -0.12
C 0.763583 -1.207794 1.988773 -0.05 -0.03 0.37
H 0.950655 -0.721749 2.961089 -0.05 -0.15 -0.44
H 1.729365 -1.293360 1.456101 -0.20 0.04 0.08
H 0.427358 -2.238091 2.198473 0.07 0.33 -0.16
C -1.009344 -2.454948 -0.228292 -0.13 -0.33 -0.18
H -1.281981 -3.040017 0.667829 0.13 0.19 -0.24
H -0.011601 -2.793120 -0.546236 -0.29 0.01 0.11
H -1.742914 -2.700967 -1.010186 0.32 0.13 0.24
C -2.982735 -0.211885 -1.355177 -0.25 -0.04 -0.32
H -3.807015 -0.728057 -0.838471 0.05 0.09 -0.16
H -2.692541 -0.848266 -2.200319 -0.05 0.13 0.25
H -3.384747 0.729635 -1.757925 0.21 -0.28 0.21
C -2.828048 2.152774 0.605982 -0.05 0.59 0.07
H -3.729715 1.664984 0.980796 -0.25 0.04 0.02
H -3.110445 2.632055 -0.353409 0.35 -0.32 0.45
H -2.551913 2.915749 1.341544 -0.14 -0.08 -0.32
C 1.916212 5.218833 -1.878253 -0.15 2.03 0.16
C 1.175000 5.900950 -0.880966 1.28 -0.43 -0.43
C -0.102333 6.627876 -1.070962 -0.71 0.37 -0.15
C -1.057112 6.034293 -2.156428 -0.26 0.68 0.67
C -1.028849 4.533355 -2.346647 0.18 0.31 -2.91
C -0.055262 3.914639 -3.278747 -2.32 1.96 0.24
C 1.021842 4.609022 -4.063382 0.01 0.66 -0.92
C 1.801297 5.673389 -3.304150 -0.01 -0.44 -0.65
H 0.103193 7.687189 -1.300641 0.00 -0.23 0.04
H -0.866168 6.508812 -3.134994 -0.20 -0.15 0.43
H -0.624981 6.643239 -0.094611 0.27 -0.03 -0.45
H 1.360091 6.669447 -3.413559 0.03 -0.23 0.26
H 2.907110 4.838955 -1.619961 -0.20 0.18 0.33
H 1.749207 6.168506 0.021416 -0.60 -0.53 -0.03
H 2.807842 5.729885 -3.715645 0.00 0.16 -0.06
H 1.744831 3.892086 -4.484462 -0.42 0.03 0.22
H -0.579021 3.244774 -3.921538 0.10 -1.34 0.19
H 0.519787 5.059611 -4.925879 0.14 0.00 -0.22
H -2.078751 6.281016 -1.822767 0.41 0.17 -0.37
H -2.029012 4.077518 -2.331575 0.54 -0.18 0.26
P 1.678452 1.682191 -0.584845 -0.86 -0.35 0.12
P 0.016352 0.699474 -2.961581 0.19 0.99 0.24
C 2.525984 1.890597 -2.204560 -0.26 -0.12 0.08
C 1.783989 1.215094 -3.381336 -0.20 -0.19 -0.13
H 3.550463 1.480679 -2.076192 -0.41 0.50 -0.09
H 2.584157 2.982873 -2.334132 0.39 -0.20 -0.45
H 1.771756 1.873774 -4.263582 0.01 -0.32 0.31
H 2.324285 0.297895 -3.646340 -0.12 0.23 -0.08
C 0.210620 -1.091730 -2.896593 0.04 -0.11 0.01
H -0.771225 -1.561200 -2.864012 0.09 -0.09 0.07
H 0.777086 -1.334946 -1.999946 0.12 -0.21 -0.04
H 0.742775 -1.450300 -3.776384 0.04 -0.09 0.00
C -1.051441 0.877614 -4.445436 -0.05 0.10 -0.13
H -0.490305 1.074560 -5.365737 -0.15 -0.08 0.12
H -1.783037 1.681287 -4.280263 0.21 -0.24 -0.18
H -1.611090 -0.058391 -4.558036 0.13 0.20 -0.10
C 2.888456 2.396439 0.572544 -0.24 0.52 0.14
H 2.486806 2.280129 1.591892 0.30 0.13 -0.36
H 3.012920 3.466096 0.348440 0.36 -0.25 0.30
H 3.842827 1.863178 0.503737 -0.10 0.10 -0.03
C 0.052571 3.922053 0.639125 -0.85 1.16 1.65
H -0.865798 4.473270 0.949289 0.55 -0.47 -0.24
H 0.830825 4.691114 0.619395 0.07 0.00 1.04
H 0.390559 3.240507 1.400534 -0.35 -0.48 -0.09
C 4.242315 0.195164 2.904076 -0.18 0.14 0.12
Si 4.954648 -1.018243 1.657095 0.90 0.56 -0.16
C 6.430611 -0.223523 0.778314 0.02 -0.13 0.18
C 5.522137 -2.565415 2.539692 -0.15 -0.25 -0.10
N 3.764738 -1.442486 0.496845 -0.53 -0.56 0.19
C 3.476077 -1.987774 -0.664051 -0.42 0.39 -0.16
C 3.930266 -1.435841 -1.910633 0.18 -0.30 -0.29
C 3.656523 -2.071899 -3.112649 0.14 0.35 0.22
C 2.908719 -3.252627 -3.133968 -0.11 -0.25 -0.01
C 2.382745 -3.783789 -1.947759 0.05 0.25 0.55
C 2.613433 -3.141711 -0.735078 0.18 -0.19 -0.33
H 4.473893 -0.176262 3.914005 -0.13 0.17 -0.24
H 3.150043 0.294479 2.816922 0.26 -0.05 0.10
H 4.684332 1.198639 2.810119 -0.10 -0.30 0.02
H 7.331084 -0.304572 1.410848 -0.24 0.13 -0.30
H 6.627876 -0.751126 -0.168727 0.05 0.16 0.28
H 6.264702 0.842704 0.553953 0.06 -0.29 0.04
H 4.795652 -2.902597 3.292613 0.15 0.09 -0.20
H 5.649589 -3.377019 1.811310 0.07 0.09 0.19
H 6.485306 -2.400031 3.043569 -0.24 0.01 -0.15
H 4.525939 -0.521282 -1.867914 -0.06 -0.34 -0.05
H 4.038139 -1.662531 -4.048178 -0.06 -0.09 0.22
H 2.728636 -3.766337 -4.078735 0.07 0.14 0.24
H 1.799334 -4.703107 -1.966980 0.12 0.20 -0.06
H 2.232039 -3.530292 0.213353 0.14 0.04 -0.34
```
Forces are in eV/Å.

Results
Energy above the lowest of the compared OMol25 structures with the same formula, charge and spin, eV: 4.323
Electronic energy, hartree: -2412.65738
HOMO energy (spin up / spin down), eV: -12.8 / -12.9
Charge: +2
Multiplicity: 5
Max |F|, eV/Å: 4.70

Atomic partial charges in e from the Löwdin method, atoms 1 to 4: number 1, Ru, carries 1.062; number 2, C, carries -0.179; number 3, C, carries -0.157; number 4, C, carries -0.154



The lowest electronic energy belongs to which entry? C33H57NP2RuSi